# 1
This record from the Open Molecules 2025 dataset describes a structure of composition C34H38Br2N5O5PSSe2W at a distorted geometry. The level of theory is ωB97M-V/def2-TZVPD.

The geometry in ORCA input format:
```
! RIJCOSX wB97M-V def2-TZVPD def2/J DEFGRID3
* xyz 2 1
W -1.512 -0.035 -0.699
C -3.674 3.427 -0.069
C -3.109 2.730 1.133
C -3.238 3.404 2.376
C -2.859 2.815 3.542
C -2.390 1.481 3.510
C -2.063 0.690 4.646
Br -2.145 1.436 6.364
C -1.697 -0.622 4.510
C -1.640 -1.214 3.232
Br -1.154 -3.015 3.065
C -1.927 -0.461 2.127
O -1.944 -0.991 0.880
C -2.278 0.894 2.244
N -2.560 1.530 1.067
H -4.743 3.568 0.100
H -3.545 2.879 -0.997
H -3.236 4.419 -0.184
H -3.650 4.404 2.369
H -2.944 3.336 4.486
H -1.468 -1.219 5.381
Se -4.155 0.283 -0.977
Se -1.638 0.219 -3.254
C -1.344 1.983 -2.712
C -1.171 3.133 -3.447
C -0.798 4.276 -2.750
C -0.593 4.223 -1.379
C -0.815 3.043 -0.703
N -1.225 1.947 -1.372
C -4.138 -1.565 -0.827
C -5.187 -2.375 -0.412
C -4.931 -3.720 -0.252
C -3.644 -4.207 -0.491
C -2.664 -3.332 -0.893
N -2.910 -2.023 -1.088
H -1.292 3.129 -4.520
H -0.640 5.205 -3.283
H -0.256 5.086 -0.824
H -0.659 2.955 0.355
H -6.161 -1.954 -0.209
H -5.715 -4.390 0.074
H -3.412 -5.255 -0.377
H -1.668 -3.692 -1.100
C 2.614 -0.169 -3.374
C 2.747 0.869 -2.277
C 4.074 0.739 -1.551
C 2.526 2.275 -2.801
O 1.629 0.551 -1.351
P 1.493 1.043 0.134
O 1.749 2.459 0.399
O -0.058 0.635 0.389
O 2.294 -0.006 0.973
C 2.705 0.169 2.399
C 2.895 -1.253 2.891
C 4.002 0.953 2.390
C 1.615 0.880 3.185
H 3.411 -0.035 -4.105
H 1.657 -0.072 -3.889
H 2.698 -1.175 -2.965
H 4.879 0.874 -2.273
H 4.180 -0.248 -1.098
H 4.189 1.499 -0.777
H 3.330 2.530 -3.491
H 2.521 3.001 -1.989
H 1.582 2.336 -3.346
H 3.616 -1.780 2.265
H 1.947 -1.797 2.890
H 3.279 -1.244 3.911
H 4.750 0.456 1.773
H 4.391 1.026 3.406
H 3.840 1.962 2.010
H 0.647 0.394 3.040
H 1.536 1.929 2.905
H 1.859 0.824 4.246
N 3.741 -4.824 -1.144
C 2.815 -4.641 -2.098
S 2.842 -5.334 -3.567
C 1.697 -3.667 -1.706
C 0.733 -3.338 -2.659
C -0.221 -2.396 -2.374
N -0.267 -1.761 -1.182
C 0.602 -2.132 -0.230
C 1.586 -3.079 -0.455
H 4.487 -5.475 -1.336
H 3.692 -4.436 -0.221
H 0.748 -3.824 -3.625
H -0.990 -2.165 -3.092
H 0.505 -1.671 0.739
H 2.226 -3.312 0.384
*
```

Lowest unoccupied orbital energy (alpha / beta) = -0.2814 / -0.2813 hartree
Relative energy (zero: lowest compared OMol25 entry of this formula, charge and spin) = 0.00 kJ/mol
Electronic energy = -12725.657875 Eh

***

# 2
This record from the Open Molecules 2025 dataset describes a structure of composition C34H38BrN3NiO3S2 at a distorted geometry. The level of theory is ωB97M-V/def2-TZVPD.

The geometry in ORCA input format:
```
! RIJCOSX wB97M-V def2-TZVPD def2/J DEFGRID3
* xyz 0 3
Ni 0.220 2.111 -0.574
C -2.358 4.445 1.342
O -1.629 3.310 1.835
C -0.457 3.592 2.441
C -0.472 4.522 3.473
C 0.675 4.682 4.208
C 1.798 3.900 3.997
C 1.862 2.983 2.900
C 0.665 2.787 2.241
N 0.691 1.744 1.293
N 1.149 0.642 1.781
C 1.709 -0.335 1.030
C 2.062 -0.054 -0.353
O 1.717 0.962 -1.077
C 2.803 -1.090 -1.016
C 3.099 -2.308 -0.481
C 2.760 -2.561 0.903
C 2.773 -3.846 1.410
C 2.694 -4.020 2.775
C 2.431 -2.941 3.643
C 2.242 -1.683 3.103
C 2.275 -1.476 1.701
H -2.231 5.377 1.933
H -3.419 4.193 1.300
H -2.010 4.659 0.328
H -1.383 5.039 3.756
H 0.685 5.463 4.969
H 2.548 3.938 4.748
H 2.731 2.430 2.630
H 3.097 -0.868 -2.037
H 3.583 -3.131 -1.046
H 2.885 -4.678 0.741
H 2.707 -4.995 3.169
H 2.324 -3.076 4.713
H 2.050 -0.821 3.794
C -0.650 -5.250 -0.757
C -2.059 -4.755 -0.382
C -3.113 -5.276 -1.419
C -2.434 -5.291 1.003
C -2.078 -3.190 -0.420
C -2.100 -2.361 0.709
C -1.983 -1.009 0.624
Br -2.300 0.050 2.152
C -1.599 -0.363 -0.599
O -1.164 0.798 -0.639
C -1.832 -1.167 -1.837
C -1.932 -2.517 -1.635
C -1.717 -0.521 -3.253
C -2.456 0.820 -3.393
C -0.209 -0.410 -3.575
C -2.456 -1.482 -4.252
H -0.551 -6.320 -0.809
H 0.136 -4.830 -0.085
H -0.355 -4.839 -1.766
H -3.061 -6.395 -1.491
H -2.945 -4.871 -2.420
H -4.112 -4.995 -1.123
H -2.303 -6.380 0.879
H -3.505 -5.106 1.253
H -1.749 -4.892 1.756
H -2.406 -2.788 1.683
H -1.920 -3.157 -2.555
H -2.038 1.583 -2.749
H -3.485 0.598 -3.099
H -2.452 1.162 -4.446
H 0.356 0.192 -2.859
H -0.167 0.089 -4.600
H 0.192 -1.462 -3.602
H -3.519 -1.504 -3.957
H -1.992 -2.483 -4.272
H -2.430 -1.068 -5.291
S -0.060 3.768 -1.880
C 1.199 4.751 -1.274
N 2.514 4.593 -1.424
C 3.318 5.468 -0.592
C 2.435 6.640 -0.160
S 0.693 6.156 -0.386
H 2.932 3.858 -2.000
H 4.294 5.839 -1.004
H 3.501 4.893 0.337
H 2.738 7.512 -0.810
H 2.549 7.010 0.845
*
```

Lowest unoccupied orbital energy (alpha / beta) = -0.0254 / -0.0348 hartree
Relative energy (zero: lowest compared OMol25 entry of this formula, charge and spin) = 119.12 kJ/mol
Expectation value of S² = 2.01
Electronic energy = -6586.994800 Eh